# 1
Density functional theory data (ωB97M-V with the def2-TZVPD basis set) for a molecular structure, C43H41Br5N2O4ReS2Si in a non-equilibrium geometry.

* HOMO level (alpha / beta): -7.047 / -7.037 eV
* expectation value of S²: 0.922
* gap between HOMO and LUMO (alpha / beta): 0.195 / 0.183 Ha
* spin multiplicity: 2
* electronic energy: -438320.845 eV

Structure (XYZ):
```
99
Properties=species:S:1:pos:R:3:lowdin_spin:R:1
Re 0.17 -0.06 0.19 0.6892
Br 6.69 2.05 -1.34 0.0033
Br 2.63 4.02 2.17 0.0018
Br 4.66 -0.46 -2.16 -0.0003
Br -0.63 1.36 -1.85 -0.0006
Br 5.67 4.28 0.85 -0.0002
S 3.52 -4.77 4.26 -0.0004
S -5.94 2.19 3.06 -0.0001
Si -0.09 -2.96 -1.78 0.0059
O 1.17 1.62 0.94 0.0749
O -2.53 -0.58 -0.50 0.0201
O 2.05 -0.18 -0.75 0.0504
O -0.19 -1.79 -0.72 0.0434
N -1.35 0.37 1.54 -0.0032
N 0.68 -1.23 1.77 -0.0058
C -4.55 -0.16 -1.68 0.0016
C 5.02 -5.21 3.58 -0.0032
C -3.45 1.27 2.28 0.0017
C 3.16 -3.72 2.92 0.0008
C 0.98 -3.03 3.88 0.0244
C -4.48 -2.61 -1.32 0.0001
C -6.70 -1.48 -1.44 0.0000
C -3.43 0.46 3.41 0.0068
C -5.23 -1.11 0.53 0.0001
C -2.24 -1.32 4.71 -0.0043
C -0.24 -1.30 2.76 0.0101
C 1.70 -3.41 -2.29 -0.0021
C 4.14 0.88 -0.94 0.0032
C -0.87 -4.52 -0.98 0.0033
C -1.05 -2.50 -3.39 0.0022
C -6.51 3.16 -3.60 0.0000
C 4.97 1.92 -0.58 0.0142
C -1.19 -2.18 4.81 0.0004
C -4.61 2.06 1.94 0.0001
C -4.92 2.68 0.76 -0.0001
C -3.15 0.05 -1.38 0.0028
C -2.35 -0.40 3.62 0.0010
C -5.85 1.57 -5.43 0.0000
C -0.14 -2.20 3.84 -0.0003
C -3.18 1.87 -3.08 0.0000
C -5.24 -1.32 -0.99 0.0000
C 4.53 2.87 0.35 0.0032
C 5.25 -4.58 2.38 0.0000
C -5.17 0.64 -2.61 0.0004
C -1.34 -0.42 2.64 -0.0004
C 1.74 -2.01 1.84 0.0249
C 2.38 1.75 0.52 -0.0019
C 2.85 0.76 -0.42 0.0083
C -4.54 1.67 -3.32 0.0001
C -4.48 3.59 -4.96 0.0000
C 3.25 2.77 0.89 0.0121
C -2.36 1.21 1.40 0.0117
C -5.33 2.49 -4.32 0.0000
C -6.21 3.24 0.75 0.0000
C 1.95 -2.93 2.89 -0.0010
C -6.87 3.06 1.92 -0.0001
C -2.53 1.08 -2.16 0.0019
C 4.19 -3.74 2.01 -0.0031
H -4.20 -1.04 0.88 0.0000
H -6.14 3.81 -2.81 0.0000
H 1.09 -3.75 4.68 0.0012
H -2.62 2.62 -3.61 0.0000
H -7.09 3.76 -4.30 0.0000
H -7.18 2.42 -3.15 0.0000
H -6.38 2.16 -6.18 0.0000
H -0.63 -5.40 -1.57 0.0004
H -2.32 1.86 0.53 0.0002
H -3.67 3.17 -5.54 0.0000
H -1.14 -2.89 5.62 0.0000
H -6.63 3.76 -0.10 0.0000
H -6.21 0.46 -2.82 0.0001
H 2.28 -3.76 -1.44 0.0000
H 5.66 -5.90 4.09 -0.0002
H -7.86 3.37 2.18 0.0000
H -6.52 0.82 -5.04 0.0000
H -3.45 -2.52 -0.98 0.0000
H 6.13 -4.72 1.79 0.0001
H -5.76 -0.19 0.79 0.0000
H -0.50 -4.68 0.03 0.0000
H -5.11 4.18 -5.63 0.0000
H -6.76 -1.65 -2.51 0.0000
H 4.19 -3.17 1.10 -0.0002
H -3.02 -1.31 5.45 -0.0003
H -4.25 0.47 4.11 0.0004
H -4.07 4.26 -4.21 0.0000
H -4.26 2.71 -0.09 0.0000
H 1.70 -4.20 -3.04 -0.0002
H 2.22 -2.55 -2.70 0.0000
H -5.01 1.07 -5.92 0.0000
H -1.11 -3.35 -4.06 0.0002
H -5.71 -1.94 1.03 0.0000
H -4.50 -2.81 -2.39 0.0000
H -0.54 -1.69 -3.92 0.0000
H -4.94 -3.45 -0.80 0.0000
H 2.46 -1.92 1.04 0.0007
H -2.05 -2.16 -3.17 0.0000
H -1.95 -4.44 -0.92 0.0001
H -7.13 -2.34 -0.93 0.0000
H -7.28 -0.60 -1.17 0.0000
```

# 2
Density functional theory data (ωB97M-V with the def2-TZVPD basis set) for 7 unconnected molecules or ions with the total composition C43H41N9O14PS in a non-equilibrium geometry.

* HOMO level: -11.224 eV
* net charge: +1
* gap between HOMO and LUMO: 0.244 Ha
* electronic energy: -107428.356 eV

Structure (XYZ):
```
109
Properties=species:S:1:pos:R:3:mulliken_charge:R:1
S -1.73 -2.36 -1.98 -0.1842
P -4.04 2.38 1.47 -0.1645
O 9.99 -1.87 -2.73 -0.6083
O 11.91 -2.17 -1.80 -0.6086
O -1.40 -3.74 1.75 -0.1969
O -1.32 -1.77 0.86 -0.3297
O -1.01 3.05 -1.54 -0.6096
O 6.81 1.72 -3.53 -0.6227
O -10.37 -4.79 3.92 -0.5918
O -2.16 2.04 -3.04 -0.6650
O 5.58 0.70 -4.97 -0.6930
O -9.47 -6.67 3.39 -0.5996
O 2.75 1.98 0.00 -0.5761
O -7.87 -0.46 5.71 -0.5870
O -5.97 0.31 5.05 -0.6398
O 4.47 3.24 -0.25 -0.6221
N -2.12 -3.00 1.32 0.4163
N -2.61 0.06 1.04 -0.8159
N 11.09 -1.49 -2.38 1.0393
N 6.17 0.76 -3.90 1.1838
N -2.16 -0.90 0.26 0.8570
N -1.10 2.40 -2.57 1.1035
N -6.78 -0.59 5.20 1.0258
N -9.95 -5.59 3.11 1.0385
N 3.44 2.94 0.31 1.0931
C 5.97 -2.59 -1.35 -0.5285
C 6.65 -1.45 -0.95 -0.7365
C -5.71 -4.47 3.93 -0.7974
C 1.34 2.36 -2.67 -0.3388
C -6.97 -4.24 4.47 -0.3371
C 6.71 -0.34 -1.78 -0.1321
C 2.52 1.99 -3.29 -0.4821
C -4.00 1.85 3.22 -0.7414
C 12.70 0.37 -2.33 -0.4479
C 12.10 2.51 -3.22 -0.4275
C 13.02 1.69 -2.60 -0.3980
C 2.47 1.27 -4.48 -0.2573
C -4.81 -3.43 3.79 -0.1274
C 2.13 5.38 3.48 -0.5831
C 11.45 -0.10 -2.68 0.0597
C -10.01 -5.22 1.69 0.1971
C 10.52 0.71 -3.31 -0.2725
C 5.39 -1.52 -3.43 -0.2961
C -10.10 -4.52 -0.96 -0.4289
C 3.72 4.91 1.75 -0.3688
C -2.66 3.59 1.21 0.1335
C -2.44 -1.02 -1.04 0.0751
C 2.98 3.80 1.41 -0.0033
C 0.07 1.27 -4.41 -0.2362
C 1.81 3.46 2.07 -0.3377
C -6.41 -1.94 4.74 0.1231
C 3.29 5.71 2.79 -0.4605
C -2.68 4.71 2.23 -1.5320
C -3.39 0.96 0.48 0.4794
C 1.25 0.91 -5.04 -0.8381
C -3.28 -0.11 -1.65 -0.5682
C -9.56 -6.12 0.74 -0.4352
C -10.52 -3.98 1.34 -0.3461
C -5.15 -2.15 4.19 -0.2797
C -10.56 -3.63 0.00 -0.4679
C 5.34 -2.62 -2.59 -0.5988
C -7.32 -2.96 4.88 -0.6170
C 6.08 -0.40 -3.01 0.0102
C 1.39 4.27 3.12 -0.3854
C -3.78 0.91 -0.87 0.0739
C 10.85 2.03 -3.58 -0.4513
C -9.61 -5.76 -0.59 -0.4430
C 0.14 2.00 -3.24 -0.1085
H -3.61 5.28 2.19 0.4091
H 3.39 0.99 -4.97 0.5157
H 12.35 3.55 -3.43 0.3816
H 7.24 0.54 -1.47 0.5778
H -9.26 -6.45 -1.35 0.3845
H 10.13 2.67 -4.06 0.4115
H -4.45 -1.33 4.10 0.4607
H -4.41 1.67 -1.29 0.4123
H 5.94 -3.45 -0.70 0.4291
H -10.87 -3.30 2.10 0.4611
H -0.89 1.00 -4.84 0.4894
H -7.67 -5.05 4.58 0.5265
H 4.63 5.15 1.21 0.4783
H 14.00 2.07 -2.33 0.3779
H 1.79 6.01 4.30 0.3969
H -5.44 -5.47 3.62 0.4209
H 3.47 2.27 -2.86 0.4614
H -3.44 2.53 3.84 0.3628
H -8.30 -2.78 5.31 0.4913
H -2.76 3.96 0.20 0.3402
H 1.37 2.92 -1.75 0.5649
H -9.18 -7.09 1.04 0.4619
H 4.81 -3.51 -2.90 0.4258
H -0.56 -1.76 -2.22 0.2109
H 0.48 4.02 3.65 0.4522
H 3.86 6.58 3.08 0.3845
H -10.14 -4.24 -2.01 0.3911
H -3.83 -3.61 3.38 0.3473
H -10.95 -2.67 -0.29 0.3866
H 1.22 0.34 -5.96 0.4231
H -5.02 1.85 3.59 0.3048
H -1.85 5.38 2.03 0.4091
H 13.41 -0.28 -1.84 0.4533
H 1.24 2.59 1.78 0.5269
H -3.52 -0.19 -2.70 0.5076
H -1.72 3.05 1.24 0.0567
H -3.63 0.84 3.32 0.1098
H 4.91 -1.55 -4.39 0.4947
H -2.54 4.33 3.23 0.3498
H 9.55 0.32 -3.58 0.4937
H 7.15 -1.42 0.01 0.4717
```